This record from OMol25 describes one molecule with the formula C16H23ClN3O5PS. The level of theory is ωB97M-V/def2-TZVPD.

Values from the calculation:
HOMO = -8.640 eV
LUMO level = -0.67 eV
F_max = 0.125 Eh/bohr
HOMO-LUMO gap = 7.974 eV
SMILES = CC(=O)N(C(C)=O)[C@@]1([PH2]=N)CS(=O)(=O)O[C@H](c2cccnc2)[C@H]1C[C@@H](C)Cl

Geometry (Å):
Cl (4.089, -0.561, 0.180)
S (-2.846, 1.224, -1.225)
P (-0.388, -0.608, -2.853)
O (1.016, -3.306, -1.909)
O (-1.984, -3.681, -1.361)
O (-1.990, 2.153, -0.148)
O (-2.757, 1.613, -2.664)
O (-4.307, 1.305, -0.815)
N (0.378, 4.885, 1.907)
N (-1.405, -1.482, -3.748)
N (-0.438, -2.076, -0.355)
C (1.824, -3.219, 0.366)
C (0.749, -2.817, -0.788)
C (-1.087, 1.343, 0.698)
C (0.074, 1.942, 3.046)
C (1.368, 0.230, 0.417)
C (-1.535, -3.083, -0.365)
C (-2.152, -3.459, 1.089)
C (2.946, 1.423, -1.364)
C (-0.062, 0.533, -0.232)
C (2.546, -0.004, -0.683)
C (0.733, 3.099, 3.884)
C (-0.222, 3.879, 1.105)
C (-2.362, -0.562, -0.887)
C (0.787, 4.474, 3.196)
C (-0.396, 2.454, 1.648)
C (-0.741, -0.778, -0.961)
H (-1.679, 0.676, 1.436)
H (-0.559, 4.189, 0.050)
H (-0.864, -2.166, -4.297)
H (2.236, -0.673, -1.546)
H (1.142, 2.915, 4.944)
H (1.796, 1.083, 1.058)
H (1.571, -2.770, 1.381)
H (0.158, 1.255, -1.115)
H (0.935, -1.085, -3.200)
H (3.057, 2.261, -0.601)
H (1.682, -4.363, 0.486)
H (2.900, -3.076, 0.029)
H (1.240, -0.652, 1.129)
H (-2.770, -0.736, 0.180)
H (-0.394, 0.791, -3.156)
H (-0.036, 0.876, 3.417)
H (4.005, 1.244, -1.794)
H (-2.927, -1.151, -1.686)
H (-3.275, -3.641, 1.054)
H (-1.552, -4.278, 1.610)
H (1.240, 5.311, 3.848)
H (2.290, 1.680, -2.264)
H (-2.004, -2.498, 1.718)